# 1
{
  "formula": "C25H44As3CeN3OSe2",
  "method": "wB97M-V/def2-TZVPD",
  "elements": ["Ce", "Se", "Se", "C", "C", "C", "C", "C", "N", "C", "C", "C", "C", "C", "N", "H", "H", "H", "H", "H", "H", "H", "H", "C", "As", "C", "C", "C", "C", "C", "As", "C", "C", "C", "As", "C", "C", "H", "H", "H", "H", "H", "H", "H", "H", "H", "H", "H", "H", "H", "H", "H", "H", "H", "H", "H", "H", "H", "H", "H", "H", "H", "H", "H", "C", "N", "C", "C", "C", "O", "H", "H", "H", "H", "H", "H", "H", "H", "H"],
  "xyz": [[-1.814736, -0.121297, 0.940762], [-0.368070, 2.231411, 1.831236], [-4.292914, 0.057441, 2.449908], [-3.069937, -0.921200, 3.502241], [-3.230344, -1.022846, 4.927992], [-2.319950, -1.813938, 5.606049], [-1.182667, -2.422337, 4.935599], [-1.194550, -2.361725, 3.571376], [-2.040629, -1.566803, 2.886152], [-1.259214, 2.757783, 0.255671], [-1.348011, 4.154325, -0.106991], [-2.057808, 4.467134, -1.248720], [-2.668324, 3.472829, -2.069925], [-2.589303, 2.175558, -1.627561], [-1.976251, 1.865411, -0.458608], [-4.063169, -0.596557, 5.479793], [-2.489459, -2.008548, 6.668909], [-0.447475, -3.058758, 5.446801], [-0.576076, -3.024487, 2.948428], [-0.855050, 4.891763, 0.563072], [-2.181513, 5.504197, -1.569089], [-3.097183, 3.689729, -3.022397], [-3.067089, 1.322385, -2.110187], [-0.140899, -0.788274, -2.670701], [1.197324, -1.152094, -1.228986], [1.878892, -2.899580, -1.808243], [2.667349, 0.125064, -1.842069], [3.316746, 1.028437, -0.750599], [2.228763, 2.030006, -0.240652], [3.827778, 0.251112, 0.518831], [2.457558, -0.621676, 1.643799], [2.806314, 0.160978, 3.476673], [3.322581, -2.361859, 2.107675], [4.570338, 1.775175, -1.305822], [4.566479, 3.477463, -2.383657], [3.720197, 4.813511, -1.211460], [2.958084, 3.023980, -3.591838], [-0.029201, -1.458359, -3.484424], [-0.017063, 0.215414, -3.023598], [-1.163682, -0.958725, -2.275962], [2.933901, -2.979835, -2.017641], [1.278377, -3.334335, -2.634756], [1.793531, -3.634221, -0.965113], [2.277939, 0.748647, -2.670692], [3.405489, -0.568083, -2.286060], [1.445115, 1.436757, 0.207872], [1.795280, 2.776920, -0.937277], [2.688920, 2.612690, 0.594273], [4.410461, 0.984447, 1.130131], [4.504200, -0.599367, 0.260292], [3.850183, 0.130169, 3.739565], [2.269630, -0.470810, 4.171406], [2.455859, 1.202459, 3.521520], [4.356241, -2.234595, 2.246856], [3.109134, -3.087643, 1.293511], [2.863072, -2.797706, 3.013503], [5.150210, 1.121004, -1.970123], [5.259167, 2.061773, -0.466159], [3.845098, 4.540735, -0.161751], [2.643062, 4.981974, -1.429483], [4.308953, 5.736109, -1.375213], [3.263622, 2.154911, -4.175164], [2.708235, 3.877231, -4.218902], [2.064122, 2.796162, -2.982940], [-5.406927, -3.749984, -1.021323], [-4.629970, -2.484046, -1.058172], [-5.363873, -1.233150, -1.204863], [-3.342893, -2.430760, -0.786998], [-2.560860, -3.660974, -0.512309], [-2.741358, -1.257948, -0.776065], [-6.318551, -3.654003, -1.625273], [-5.729595, -4.060426, -0.032470], [-4.764991, -4.515649, -1.489163], [-6.298463, -1.475688, -1.774565], [-4.793884, -0.573543, -1.788078], [-5.569237, -0.741602, -0.240938], [-2.755006, -4.472756, -1.258861], [-2.887877, -4.077205, 0.435422], [-1.494155, -3.399701, -0.483474]],
  "atomic_forces_ev_per_a": [[-0.12, 0.62, 0.38], [-0.75, -1.08, 0.21], [1.06, 0.18, -0.97], [0.57, -0.35, 1.67], [0.69, -0.77, -1.07], [1.21, -0.30, -0.22], [-1.59, -0.10, 0.65], [0.75, -0.29, -0.13], [-1.29, 0.60, -0.42], [-1.36, 1.99, -0.82], [0.41, -1.20, 0.51], [-0.33, 0.16, -0.63], [1.14, -0.29, 1.13], [-0.40, 0.08, 0.34], [0.94, -0.65, 0.46], [0.04, 0.08, -0.44], [0.28, 0.19, -0.31], [-0.58, 0.37, -0.12], [0.12, 0.61, 0.38], [-0.51, -0.50, -0.78], [0.18, -0.23, 0.25], [-0.41, 0.30, -0.27], [0.13, 0.36, -0.13], [-0.32, -0.40, 1.09], [-0.83, 0.68, -0.97], [-0.60, -1.51, 0.82], [0.38, -0.49, 0.00], [-1.41, 0.68, -0.17], [1.30, 0.30, 0.55], [1.05, 0.07, -0.48], [-0.33, -0.12, 2.37], [-0.20, 0.38, -1.16], [-1.95, -0.46, -0.96], [2.15, 0.03, 0.27], [-4.27, -1.35, 0.67], [0.77, 1.00, -0.13], [1.02, 0.49, -0.04], [0.32, -0.61, -0.90], [-0.10, 0.64, -0.15], [0.75, 0.35, -0.24], [0.35, 0.53, -0.47], [0.45, 0.53, 0.35], [-0.28, 0.71, -0.49], [0.02, -0.50, 0.57], [-0.11, 0.39, 0.18], [-0.24, 0.02, -0.10], [0.32, -0.74, 0.11], [-0.46, -0.30, -0.45], [-0.47, -0.76, -0.25], [-0.22, 0.81, -0.12], [0.46, -0.02, -0.01], [-0.28, -0.01, 0.15], [0.01, -0.39, 0.08], [1.38, 0.05, 0.19], [0.39, 0.42, 0.40], [0.18, 0.52, -0.32], [-0.04, -0.12, 0.34], [-0.59, -0.36, -0.68], [0.15, -0.18, -0.20], [0.85, -0.25, -0.27], [-0.61, -0.15, 0.19], [-0.15, 0.20, -0.12], [0.22, -0.08, -0.18], [0.81, 0.15, 0.17], [0.50, -0.29, -1.03], [0.32, -0.07, 0.93], [-1.75, -0.70, -0.16], [-0.72, 0.68, -0.58], [0.25, -0.55, -0.61], [-0.30, -0.93, 0.94], [0.46, 0.20, 0.06], [0.31, 0.21, 0.30], [-0.60, 0.12, 0.35], [0.75, 0.43, 0.78], [0.74, 0.92, -0.84], [-0.10, -0.45, -0.24], [0.34, 0.81, 0.47], [0.07, -0.06, 0.32], [-0.32, -0.28, -0.02]],
  "mulliken_charge": [0.37, -0.16, -0.13, 0.69, -0.80, -0.25, -0.85, -0.12, -0.07, 0.51, -0.74, -0.28, -0.98, -0.20, 0.21, 0.45, 0.42, 0.47, 0.49, 0.49, 0.44, 0.51, 0.44, -0.74, 0.68, -1.21, -1.61, 2.61, -0.48, -2.07, 0.72, -1.31, -1.20, -1.77, 0.65, -0.93, -0.93, 0.56, 0.32, -0.20, 0.42, 0.36, 0.32, 0.26, 0.66, -0.78, 0.09, 0.50, 0.56, 0.48, 0.43, 0.40, 0.32, 0.47, 0.27, 0.39, 0.59, 0.58, 0.30, 0.29, 0.47, 0.40, 0.47, 0.15, -0.91, 0.11, -0.74, 0.89, -1.18, -0.33, 0.35, 0.32, 0.34, 0.36, 0.25, 0.17, 0.51, 0.42, 0.02],
  "fmax_ev_per_a": 4.532,
  "lumo_energy_ev": [-9.84, -11.33],
  "multiplicity": 2,
  "homo_energy_ev": [-14.84, -14.83],
  "charge": 3
}

---

# 2
{
  "formula": "C25H41BF3O5PSSi2",
  "method": "wB97M-V/def2-TZVPD",
  "elements": ["C", "O", "C", "C", "C", "C", "C", "C", "C", "Si", "B", "O", "O", "C", "F", "F", "C", "C", "Si", "C", "C", "C", "C", "C", "C", "C", "C", "P", "O", "O", "S", "H", "H", "H", "H", "H", "H", "H", "H", "H", "H", "H", "H", "H", "H", "H", "H", "H", "H", "H", "H", "H", "H", "H", "H", "H", "H", "H", "H", "H", "H", "H", "H", "H", "H", "H", "H", "F", "C", "C", "C", "C", "C", "C", "H", "H", "H", "H", "H"],
  "xyz": [[-4.597078, 6.720792, -1.918481], [-3.399602, 5.915990, -1.969230], [-2.206792, 6.737880, -1.778199], [-0.873230, 5.830056, -1.672893], [-0.729151, 5.089785, -0.246421], [0.818342, 4.713915, 0.107485], [1.182791, 3.189367, -0.335815], [0.899583, 2.137908, 0.858481], [1.737587, 0.770803, 0.731090], [1.771537, -0.298819, 2.314615], [2.750146, 0.677399, 3.727888], [2.836862, 2.106426, 3.767181], [3.415553, -0.084282, 4.763649], [2.758607, -1.969763, 2.090836], [2.609978, -2.742971, 3.320596], [4.122813, -1.577921, 1.876941], [2.126408, -2.845960, 0.910262], [3.190803, -3.515394, -0.089987], [2.870900, -5.411681, -0.389206], [1.006488, -5.769181, -0.789931], [3.399033, -6.440655, 1.135551], [3.882086, -5.837353, -1.989809], [5.072102, -4.903303, -2.376709], [5.900059, -5.164629, -3.679119], [5.452784, -6.390972, -4.528830], [4.284057, -7.332544, -4.150860], [3.476932, -7.060014, -2.862107], [-0.206550, -0.858797, 3.115588], [0.039007, -1.148709, 4.814188], [-0.728053, -2.368662, 2.460887], [-1.575443, 0.500164, 2.953873], [-4.454375, 7.746035, -1.437477], [-5.405813, 6.147094, -1.329833], [-5.050017, 6.904269, -2.968415], [-2.306058, 7.487264, -0.919767], [-2.121505, 7.374635, -2.743458], [-0.895221, 5.005388, -2.479087], [0.015405, 6.543503, -1.864828], [-1.150759, 5.715103, 0.625247], [-1.332787, 4.112744, -0.279793], [1.479714, 5.446990, -0.478537], [1.019084, 4.873028, 1.219260], [2.237566, 3.111141, -0.778349], [0.419690, 2.939708, -1.166828], [-0.211403, 1.848637, 0.761090], [1.144120, 2.658619, 1.842339], [1.438509, 0.154538, -0.195416], [2.835858, 1.087240, 0.534168], [3.277599, 2.383396, 4.599886], [2.755949, -0.530107, 5.337748], [1.483299, -2.122425, 0.277517], [1.377032, -3.625862, 1.312179], [3.108188, -3.027198, -1.136011], [4.279176, -3.446104, 0.243571], [0.919686, -6.907512, -0.849081], [0.298296, -5.314762, -0.008345], [0.840772, -5.326639, -1.842018], [3.288009, -7.574687, 0.976605], [4.499314, -6.264755, 1.442622], [2.700420, -6.178900, 2.019073], [5.367785, -3.998149, -1.747706], [6.745409, -4.466424, -3.979873], [6.030403, -6.596226, -5.487169], [3.956773, -8.210746, -4.799166], [2.600151, -7.690712, -2.512389], [-0.607441, -1.826375, 5.109386], [-0.788495, -3.006534, 3.207262], [-7.789431, 5.312765, -0.495517], [-7.690178, 3.991640, -0.276919], [-7.039887, 3.194269, -1.206121], [-6.932993, 1.826565, -0.976718], [-7.486761, 1.270239, 0.173808], [-8.141684, 2.079964, 1.097315], [-8.239492, 3.449411, 0.874051], [-6.622156, 3.643423, -2.099720], [-6.419623, 1.194727, -1.693396], [-7.406648, 0.202328, 0.349856], [-8.575964, 1.644515, 1.990914], [-8.738073, 4.096061, 1.586523]],
  "atomic_forces_ev_per_a": [[-1.37, -0.08, -0.24], [0.33, 1.55, 0.94], [0.71, 0.00, -1.62], [-0.71, 0.08, 0.59], [0.45, -0.23, 0.29], [-0.25, -0.17, -0.71], [-0.90, 0.24, -0.05], [-0.24, -0.07, -0.89], [0.45, 0.62, -1.20], [1.27, 0.28, -1.13], [1.17, 1.59, 2.60], [0.20, -2.47, 0.32], [-1.61, 1.32, -0.78], [-0.96, -0.57, -0.09], [0.93, 1.19, -1.85], [-2.01, -1.28, 0.49], [0.40, 0.21, -0.73], [-0.15, -0.12, -0.54], [-0.01, 0.19, -0.42], [0.42, 0.12, -0.38], [0.23, -0.63, 0.94], [1.82, -0.48, -2.49], [-0.34, -2.74, -2.77], [-3.94, -2.70, 1.54], [-1.10, 0.73, 2.24], [0.34, 2.78, 2.46], [3.43, 2.79, -1.04], [-2.57, -1.10, 1.72], [-0.23, -0.83, -2.33], [0.95, 1.35, 1.91], [0.61, -0.46, -0.28], [0.02, -1.40, -0.49], [1.34, 0.88, -0.79], [0.95, -0.30, 1.44], [0.07, -1.28, -0.81], [0.09, -0.78, 1.44], [0.04, 1.52, 1.04], [-1.34, -1.20, 0.34], [0.54, -0.75, -1.52], [0.76, 1.47, 0.12], [-0.82, -1.06, 0.92], [-0.24, -0.29, -1.46], [-1.43, 0.09, 0.82], [1.45, 0.27, 1.00], [1.70, 0.66, 0.70], [-0.53, -0.88, -1.16], [0.25, 1.03, 1.32], [-1.52, -0.70, 0.46], [-0.22, -0.26, -0.66], [0.61, -0.01, -0.65], [0.95, -1.14, 1.01], [1.36, 1.40, -0.20], [0.25, -0.62, 1.73], [-1.49, 0.25, -0.23], [-0.26, 1.55, 0.14], [0.90, -0.83, -1.30], [-0.10, -0.68, 1.68], [0.11, 1.66, 0.06], [-1.80, -0.14, -0.42], [1.21, -0.31, -1.24], [-0.64, -1.52, -0.87], [-1.29, -1.23, 0.36], [-0.94, 0.23, 1.43], [0.80, 1.45, 0.84], [1.34, 0.81, -0.74], [0.43, 0.67, -0.03], [0.10, 0.31, -0.81], [-0.01, 0.18, -0.03], [0.07, -0.86, 0.13], [0.06, 0.13, -0.14], [-0.19, 0.10, 0.28], [0.02, -0.05, -0.02], [0.15, 0.04, -0.27], [-0.08, 0.14, 0.09], [-0.01, 0.01, 0.07], [-0.05, 0.10, 0.05], [-0.01, 0.12, -0.01], [0.05, 0.08, -0.08], [0.03, 0.00, -0.07]],
  "mulliken_charge": [-0.44, -0.29, -0.54, -0.53, -0.61, -0.64, -0.76, -0.34, -0.62, -0.77, 0.99, -0.55, -0.55, 0.96, -0.32, -0.35, -0.72, -0.59, 0.15, -0.93, -0.91, 0.46, -0.14, -0.54, -0.29, -0.46, -0.32, 0.87, -0.54, -0.48, -0.41, 0.30, 0.01, 0.23, 0.35, 0.30, 0.20, 0.36, 0.37, 0.21, 0.35, 0.36, 0.44, 0.29, 0.10, 0.26, 0.36, 0.34, 0.30, 0.32, 0.17, 0.24, 0.40, 0.37, 0.28, 0.31, 0.26, 0.29, 0.30, 0.28, 0.18, 0.32, 0.29, 0.29, 0.20, 0.27, 0.28, -0.31, 0.35, -0.30, -0.40, -0.47, -0.36, -0.41, 0.42, 0.36, 0.37, 0.35, 0.40],
  "fmax_ev_per_a": 5.016,
  "smiles": "COCCCCCCC[Si@](B(O)O)(C(F)(F)CC[Si](C)(C)c1ccccc1)P(O)(O)=S.Fc1ccccc1",
  "lumo_energy_ev": 0.04,
  "homo_energy_ev": -8.82
}